1.
A molecular structure, C31H43N10O2PS4Sn. Source: the OMol25 dataset; level of theory: the ωB97M-V functional and the def2-TZVPD basis.

Last column: Mulliken charge in e.
CARTESIAN COORDINATES (ANGSTROEM)
H: -3.090 -6.508 -1.000  0.418
N: -4.093 0.192 0.355  -1.008
N: 0.335 4.835 -0.157  0.232
H: 2.179 5.196 -1.045  0.362
C: 0.643 -2.979 -3.302  -0.549
N: 1.892 -3.494 -2.754  0.017
H: 4.472 -0.234 3.961  0.247
C: 3.741 -0.986 4.265  -0.228
N: -1.831 -3.172 0.467  -0.157
H: 0.955 6.751 0.382  0.288
C: -5.275 4.988 1.180  -0.466
C: -3.063 -3.264 -0.041  0.701
C: 0.459 0.862 -3.178  0.022
H: 5.192 -2.262 5.228  0.355
H: -5.871 -1.228 -0.134  0.398
N: 1.213 5.474 2.015  0.158
C: 2.514 5.054 1.626  -0.785
C: 0.486 4.436 2.772  -1.042
H: -4.544 -4.505 -0.995  0.361
H: 3.441 -2.792 0.788  0.308
C: -3.322 1.224 0.547  0.016
H: -0.074 -4.130 0.897  0.518
H: 3.254 -6.153 -0.737  0.370
C: -5.096 2.918 -0.038  -0.428
H: 4.871 -2.694 3.546  0.273
C: -5.707 4.149 0.163  -0.616
N: 2.454 3.917 0.616  0.083
C: -1.065 -4.254 0.472  -0.195
C: 0.453 5.891 0.832  -1.003
H: 1.520 3.526 -1.255  0.216
N: 1.868 -1.148 2.452  -0.357
H: 1.380 -2.696 0.306  -0.265
C: 3.541 -5.326 -1.397  -1.237
H: -5.427 2.252 -0.822  0.463
C: -3.601 3.373 1.785  -0.187
O: -2.050 1.249 0.605  -0.411
Sn: -0.832 -0.589 -0.226  0.780
C: -5.372 -2.170 -0.329  -1.697
C: -0.692 0.281 -3.553  -0.039
N: 1.229 -2.630 -0.695  0.487
H: -5.833 -2.961 0.265  0.395
S: -1.029 0.232 -5.277  -0.135
H: -1.520 4.079 0.496  0.401
H: -0.460 4.869 3.105  0.429
C: 1.885 2.673 1.244  -0.259
H: 3.393 3.714 0.274  0.340
H: 3.690 -3.088 4.797  0.322
H: 3.074 -5.483 -2.364  0.402
S: 1.041 1.029 -1.541  -0.588
H: 4.628 -5.350 -1.517  0.337
H: -6.525 4.453 -0.478  0.382
H: 3.280 -0.636 5.189  0.314
C: -4.224 4.594 1.999  -0.605
C: -4.032 2.528 0.766  0.194
C: -3.911 -2.043 -0.008  0.469
H: 0.560 -3.319 -4.334  0.311
C: 4.415 -2.344 4.471  -1.115
C: -1.465 -5.482 -0.035  -0.724
H: -0.795 -6.330 -0.009  0.421
H: -0.583 2.973 -0.497  0.268
S: 1.474 1.511 -4.456  -0.186
C: 3.435 -3.855 0.548  -1.092
C: 2.698 -1.050 3.239  0.247
C: -2.735 -5.576 -0.579  -0.538
N: 3.113 -4.055 -0.844  0.276
C: -3.549 -4.457 -0.577  -0.672
H: 1.056 4.191 3.672  0.442
H: -3.895 5.238 2.807  0.427
N: -3.323 -0.947 0.283  0.595
S: -1.920 -0.430 -2.525  -0.489
C: 2.033 -3.364 -1.371  -0.022
C: 1.605 4.388 -0.589  -0.641
H: -5.760 5.943 1.340  0.387
H: 3.966 -3.443 -3.138  0.372
H: 3.104 -1.940 -3.530  0.253
H: 2.924 -3.371 -4.565  0.373
P: 0.126 2.870 1.818  0.294
H: 4.430 -4.259 0.739  0.356
C: 3.038 -3.036 -3.534  -1.107
H: -5.505 -2.423 -1.384  0.323
H: 1.951 1.876 0.503  0.023
H: -0.201 -3.351 -2.732  0.190
H: 0.607 -1.886 -3.285  0.145
C: 0.427 1.076 -5.818  0.577
H: -0.545 6.191 1.148  0.397
O: 0.683 1.316 -6.969  -0.607
H: 2.521 2.414 2.093  0.409
H: 3.086 4.691 2.481  0.360
C: -0.511 3.720 0.295  -0.279
H: -2.782 3.049 2.418  0.509
H: 2.728 -4.356 1.225  0.346
H: 3.048 5.870 1.137  0.370

- HOMO level (eV) = -6.030
- calculated total energy (eV) = -110301.4455
- charge = 0
- multiplicity = 1

***

2.
A molecular structure, C31H43N5O8S2SbSn. Source: the OMol25 dataset; level of theory: the ωB97M-V functional and the def2-TZVPD basis.

Last column: Mulliken charge in e.
CARTESIAN COORDINATES (ANGSTROEM)
H: 1.825 -6.818 0.027  0.373
C: 4.386 4.826 0.272  -1.728
Sb: 2.087 2.736 0.312  1.523
C: 1.321 5.283 -1.168  -1.835
H: 6.127 2.683 0.184  0.578
C: 4.316 3.187 -1.653  -1.374
H: 3.042 0.720 2.552  0.477
C: 0.208 2.705 2.788  -1.728
H: -0.469 2.084 2.198  0.262
C: 4.943 -2.922 -2.636  -0.678
N: 3.220 -4.240 1.671  -0.228
H: 5.173 2.674 1.658  0.298
H: 2.376 4.485 2.916  0.345
O: -3.785 -1.437 -0.543  -0.692
C: 2.428 0.062 -1.091  0.400
H: -6.910 -0.218 -2.674  0.371
H: 0.170 -5.636 -0.628  0.365
H: -1.061 3.295 0.383  0.323
C: -5.675 -1.841 -1.973  -0.787
C: -0.779 -3.756 -0.840  -0.419
S: 1.550 -0.737 -3.201  1.207
N: -4.834 0.157 -3.103  -0.425
H: 2.318 3.368 4.272  0.506
H: 4.160 2.152 -1.965  0.234
H: 3.506 -2.933 -4.260  0.550
H: -0.389 2.379 -1.970  0.273
H: 5.345 3.446 -1.913  0.565
H: -0.073 -0.926 0.634  0.766
C: 2.532 -6.244 0.608  -0.665
C: 4.496 -1.456 -0.750  -0.199
C: 0.036 -1.972 0.369  -0.569
H: 0.601 5.938 -1.670  0.579
C: 3.013 -1.573 -2.667  0.050
Sn: -1.949 -0.939 -1.780  1.082
H: 3.622 3.231 3.101  0.286
H: 1.812 -2.338 1.561  0.743
C: 4.377 -4.861 1.981  0.022
C: -4.231 -1.952 -1.603  1.024
O: 5.223 -3.778 4.161  -0.686
H: 3.729 5.535 -0.224  0.335
C: 2.561 3.449 3.209  -1.548
C: 1.074 -2.743 0.882  -0.358
C: 5.133 2.471 0.589  -1.708
N: 4.644 -6.133 1.705  -0.484
H: -5.874 -2.440 -2.860  0.338
N: 1.501 0.329 -1.936  -0.414
H: -6.305 -2.182 -1.152  0.325
C: 0.587 3.985 -0.884  1.642
C: -5.915 -0.350 -2.243  -0.626
C: 2.019 1.008 2.779  -2.059
H: -0.337 4.830 0.908  0.298
H: 4.760 -1.082 0.233  0.752
H: 0.981 3.073 -2.828  0.383
H: -1.345 4.770 -0.530  0.552
C: 1.159 -4.100 0.506  0.983
O: 1.740 -0.024 -4.422  -0.704
O: 0.376 -1.582 -3.069  -0.628
C: 3.779 -2.523 -3.297  -0.913
H: -0.083 3.748 2.685  0.358
N: -0.855 -2.465 -0.516  -0.090
H: 3.943 -7.848 0.819  0.429
H: -0.518 3.993 -2.676  0.558
H: 2.168 5.164 -1.836  0.299
H: 1.866 0.865 3.853  0.617
H: 5.591 -3.650 -3.103  0.481
C: 5.291 -2.405 -1.391  -1.127
C: 3.717 -6.810 1.044  -0.451
S: 5.632 -3.801 2.772  1.067
H: -5.020 1.114 -3.378  0.249
H: 4.312 4.965 1.350  0.322
H: 0.063 2.429 3.836  0.532
O: -3.373 -2.401 -2.459  -0.737
C: 2.328 -4.921 0.974  0.240
H: -5.878 0.189 -1.297  0.312
C: -0.595 4.218 0.045  -1.665
H: 5.409 5.084 -0.017  0.498
C: 0.176 -4.598 -0.327  -1.019
C: 3.368 -1.033 -1.425  0.569
H: -1.524 -4.112 -1.541  0.492
H: 3.660 3.823 -2.245  0.179
H: 4.940 1.409 0.441  0.273
C: 0.154 3.296 -2.159  -1.621
O: 2.586 0.744 0.022  -0.491
C: 1.676 2.456 2.458  1.639
H: 6.196 -2.742 -0.906  0.505
H: -4.801 -0.382 -3.963  0.210
C: 4.148 3.375 -0.142  1.600
H: 1.364 0.311 2.260  0.256
H: 1.634 5.800 -0.260  0.374
O: 6.886 -4.442 2.478  -0.686
O: 5.417 -2.540 2.062  -0.527

- HOMO level (eV) = -9.514
- calculated total energy (eV) = -90707.8415
- charge = +1
- multiplicity = 1

***

3.
2 unconnected molecules or ions with the total composition C31H43NO7P2S2 at a distorted geometry. Source: the OMol25 dataset; level of theory: the ωB97M-V functional and the def2-TZVPD basis.

Last column: Mulliken charge in e.
CARTESIAN COORDINATES (ANGSTROEM)
H: -2.583 1.783 -0.532  -1.323
H: -1.670 -4.049 0.127  -0.360
C: 3.135 0.487 -3.580  0.302
H: 0.611 0.932 1.673  -1.004
C: 0.678 3.341 4.891  -0.449
H: -5.238 -0.771 0.965  0.410
C: 1.633 -0.387 -0.136  0.276
P: -1.222 -3.145 -2.553  0.483
H: 1.527 -4.648 -2.323  0.420
C: -4.037 -0.320 -0.698  0.069
S: -3.856 3.096 0.987  -0.282
H: 3.384 -2.981 3.087  0.548
N: -3.717 0.391 1.727  0.174
C: 2.908 2.940 4.164  -0.665
H: 0.946 4.335 4.531  0.363
H: 3.706 2.263 4.459  0.370
H: -5.369 0.898 0.500  0.534
C: 4.073 0.276 -5.034  -0.392
H: 5.026 -0.116 -4.613  0.201
H: 3.091 3.872 4.710  0.457
C: -3.437 1.716 2.041  0.337
H: 0.239 4.099 -1.491  0.449
H: -1.386 -5.446 -0.885  0.504
H: -2.264 -3.340 -1.623  -0.033
H: -1.587 0.056 -0.200  -1.495
H: -3.301 3.169 -1.325  0.570
H: 0.458 3.378 5.959  0.233
H: -4.822 -0.755 -1.314  0.504
C: -0.677 3.530 -1.642  -1.933
H: 2.560 -5.414 -1.129  0.367
H: 3.638 1.359 -3.111  0.123
H: 2.170 0.865 -3.983  0.062
H: -1.819 -2.408 -3.564  0.023
S: -2.773 2.081 3.494  -0.346
H: -1.468 4.507 0.150  0.474
C: -1.422 3.519 -0.308  -0.158
C: 1.791 2.697 1.835  -0.581
H: 2.935 4.339 2.549  0.426
H: -0.369 -6.156 1.700  0.389
C: 1.526 -5.267 -1.433  -1.383
H: -2.042 1.695 -3.110  0.361
C: 1.663 1.175 1.841  0.819
H: -2.864 -1.474 2.112  0.283
C: -2.031 -0.812 0.297  2.028
C: 0.028 -0.690 -1.959  0.710
H: -3.587 0.511 -1.235  0.024
C: -1.305 -5.843 1.243  -1.317
O: 1.689 2.395 4.629  -0.376
C: 1.517 -1.737 0.149  0.848
H: 1.033 -6.210 -1.648  0.404
H: 3.548 -0.590 -5.492  0.247
C: -1.056 -4.939 0.019  0.224
H: 3.013 1.220 0.138  0.883
C: -1.104 1.309 -2.730  -0.418
H: 3.906 2.937 2.234  0.362
H: 3.265 -0.127 1.192  0.806
H: 1.917 0.747 2.807  0.663
C: -2.767 2.841 -0.435  0.561
O: -1.056 -0.597 -4.109  -0.842
C: 2.492 0.476 0.727  -2.183
H: -1.238 -1.553 0.377  0.175
O: 1.959 2.311 -1.363  -0.827
C: -0.069 -2.075 -1.651  0.916
C: 2.262 -2.239 1.269  -2.089
C: 0.947 1.592 -1.493  0.169
O: 4.130 1.365 -5.715  -0.696
C: 2.950 3.252 2.653  -1.105
C: 2.814 -2.601 2.280  -0.103
H: -1.851 -6.740 0.950  0.342
C: 0.675 -2.603 -0.612  0.444
O: -3.089 -1.346 -0.488  -0.406
C: -0.738 -0.054 -3.032  -0.618
C: 0.888 0.151 -1.192  0.607
H: -1.269 3.962 -2.449  0.505
P: 0.702 -4.363 -0.052  -0.009
H: -1.746 -0.156 2.326  0.557
H: -1.908 -5.344 1.998  0.284
H: 0.871 3.170 2.181  0.495
O: 3.094 -0.603 -2.896  -0.550
H: -0.819 2.897 0.357  -0.169
C: -4.657 0.092 0.630  -1.077
C: -2.546 -0.518 1.690  -1.537
H: -0.233 3.045 4.371  -0.092
C: -0.299 2.122 -1.982  0.402
H: 1.912 3.018 0.802  0.417
O: -0.705 -4.462 -3.035  -0.783

- HOMO level (eV) = 0.429
- calculated total energy (eV) = -88907.9622
- charge = -2
- multiplicity = 1